# C5H9F

C5H9F in the gas phase at a distorted geometry (ωB97M-V with the def2-TZVPD basis set, the OMol25 dataset).

Geometry as ORCA input:
```
! RIJCOSX wB97M-V def2-TZVPD def2/J DEFGRID3
* xyz 0 1
F 1.358 -2.174 0.031
C 0.750 -1.338 0.955
C 0.948 0.106 0.506
C -0.002 0.304 -0.712
C -1.489 0.381 -0.357
C -0.616 1.558 -0.865
H -0.424 -1.840 0.645
H 1.143 -1.676 2.025
H 0.749 0.811 1.359
H 1.970 0.085 0.179
H 0.345 -0.260 -1.513
H -1.656 -0.017 0.643
H -2.177 -0.129 -0.974
H -0.341 2.339 -0.080
H -0.557 1.851 -1.842
*
```

Relative energy (zero: lowest compared OMol25 entry of this formula, charge and spin) (eV): 2.5543
Kohn-Sham gap (eV): 11.28
Max |F| (hartree/bohr): 0.0849
Total energy (a.u.): -295.6663
LUMO energy (eV): 1.231
Structure (SMILES): FCCC1CC1

Mulliken population analysis, charges in e, atoms 1 to 5: F -0.303; C -0.211; C -0.641; C 0.005; C -0.824